Below is a molecular structure, Cl2IO6V3 at a distorted geometry, with properties calculated with ωB97M-V/def2-TZVPD.

Summary:
Net charge: 0
Orbital gap: 2.13 eV
DFT total energy: -4501.1579 Ha
Relative energy (zero: lowest compared OMol25 entry of this formula, charge and spin): 227.6 kcal per mole

Each line ends with the Mulliken charge.
Cartesian coordinates (Å):
1 O 4.9990 29.1140 -13.5879  -0.460
2 V 4.4008 30.3170 -12.8600  1.684
3 O 3.3627 29.9620 -11.6212  -0.543
4 O 7.1205 23.3807 -10.3432  -0.390
5 V 6.9511 21.8246 -10.3534  1.651
6 O 6.2417 21.3496 -8.9680  -0.509
7 O 5.9586 27.2902 -11.4544  -0.700
8 V 6.1447 26.2136 -10.1020  1.169
9 O 7.4784 26.0788 -9.4098  -0.495
10 Cl 9.2724 27.8856 -10.8268  -0.555
11 Cl 4.3009 24.4824 -10.7855  -0.540
12 I 5.2822 28.0257 -7.9977  -0.312

***

Below is 2 unconnected molecules or ions with the total composition C4H11NO3 at a distorted geometry, with properties calculated with ωB97M-V/def2-TZVPD.

Summary:
Net charge: 0
Orbital gap: 10.31 eV
DFT total energy: -439.4385 Ha
Relative energy (zero: lowest compared OMol25 entry of this formula, charge and spin): 54.8 kcal per mole

Each line ends with the Mulliken charge.
Cartesian coordinates (Å):
1 O 0.8238 1.7252 2.6911  -0.580
2 C -0.2511 1.2278 2.5073  0.588
3 O -1.2787 2.1085 2.5312  -0.490
4 C -0.5696 -0.1670 2.2131  -0.513
5 C -0.7017 -0.2356 0.5802  -0.567
6 C 0.7288 0.0410 0.0483  -0.605
7 N 1.5156 -1.2788 -0.2508  -0.680
8 H -0.9277 2.8229 3.1638  0.364
9 H -1.5284 -0.5832 2.7191  0.344
10 H 0.2839 -0.9224 2.4825  0.236
11 H -1.4726 0.3414 0.1809  0.417
12 H -1.1197 -1.3526 0.4161  0.261
13 H 1.3716 0.5413 0.8024  0.324
14 H 0.6829 0.5779 -0.8122  0.417
15 H 0.9637 -1.8071 -0.8260  0.246
16 H 1.5221 -1.8752 0.5647  0.238
17 H 0.5677 -0.8428 -6.0071  0.311
18 H -0.6944 -0.2291 -6.7687  0.321
19 O 0.0836 -0.0922 -6.2360  -0.632

***

Below is C14H10N4O in the gas phase at a distorted geometry, with properties calculated with ωB97M-V/def2-TZVPD.

Summary:
Net charge: 0
Orbital gap: 8.30 eV
DFT total energy: -833.7387 Ha
Relative energy (zero: lowest compared OMol25 entry of this formula, charge and spin): 4.8 kcal per mole

Each line ends with the Mulliken charge.
Cartesian coordinates (Å):
1 N -1.5843 -0.6362 5.1701  -0.650
2 N 0.7725 0.4023 -4.4932  -0.795
3 N -0.0003 0.0866 -3.4340  -0.290
4 O 2.8417 1.1328 -5.4168  -0.462
5 C -0.9061 -0.2318 4.1190  0.017
6 C -2.6702 -1.3445 4.6393  -0.454
7 C -2.6791 -1.3216 3.2570  -0.218
8 C 2.0198 0.8750 -4.3676  0.255
9 C 0.4909 0.2959 -2.2117  0.651
10 C -1.4322 -0.3964 -0.7910  -1.311
11 C -1.9015 -0.5714 0.4873  -0.299
12 C 2.6097 0.9689 -3.0794  -0.423
13 C 0.2537 0.1910 1.3618  -0.527
14 C -0.1370 0.0198 -0.9727  0.065
15 C -1.0758 -0.3296 1.5959  1.783
16 C 1.8117 0.7019 -1.9781  0.270
17 C 0.7293 0.3320 0.0384  -0.244
18 N -1.5427 -0.6091 2.9267  0.112
19 C 2.0718 0.7968 -0.4941  -0.947
20 H 2.2918 0.8837 -6.1637  0.374
21 H 0.0407 0.3035 4.1545  0.288
22 H -3.3791 -1.8896 5.2614  0.372
23 H -3.4262 -1.7091 2.5972  0.285
24 H -2.0540 -0.6003 -1.6241  0.521
25 H -2.9153 -0.9596 0.6095  0.227
26 H 3.6119 1.2688 -2.9829  0.514
27 H 0.9240 0.3637 2.1824  0.310
28 H 2.9226 0.1520 -0.1562  0.298
29 H 2.3119 1.8243 -0.2351  0.279

***

Below is a molecular structure, C4H5NO at a distorted geometry, with properties calculated with ωB97M-V/def2-TZVPD.

Summary:
Net charge: 0
Orbital gap: 10.22 eV
DFT total energy: -285.3057 Ha
Relative energy (zero: lowest compared OMol25 entry of this formula, charge and spin): 68.3 kcal per mole

Each line ends with the Mulliken charge.
Cartesian coordinates (Å):
1 O -1.6937 1.5770 0.5700  -0.557
2 C -0.9182 0.6520 0.5157  0.341
3 C -0.9341 -0.5301 -0.4871  -0.347
4 N 0.4425 -1.0180 -0.1940  -0.454
5 C 1.2856 0.1491 -0.3168  -0.151
6 C 0.4131 0.0249 0.8862  -0.200
7 H -1.6163 -1.3025 -0.1288  0.293
8 H -1.1068 -0.1326 -1.4752  0.281
9 H 1.0474 0.8622 -1.1076  0.194
10 H 2.3403 0.0143 -0.1106  0.249
11 H 0.7403 -0.2963 1.8482  0.351

***

Below is a molecular structure, C46H32F5InN6OP2SSe2, with properties calculated with ωB97M-V/def2-TZVPD.

Summary:
Net charge: 0
Orbital gap: 7.21 eV
DFT total energy: -8749.2218 Ha
Relative energy (zero: lowest compared OMol25 entry of this formula, charge and spin): 11.1 kcal per mole

Each line ends with the Mulliken charge.
Cartesian coordinates (Å):
1 In -0.0120 0.2195 -0.0594  1.229
2 C -2.9408 -2.3786 -2.4211  -1.782
3 C -2.0498 -1.2911 -1.9086  0.870
4 N -1.3465 -1.4196 -0.8404  0.909
5 N -1.3461 -2.5535 -0.1355  -1.348
6 C -0.7938 -2.4115 1.0730  0.305
7 O -0.3542 -1.3292 1.5620  -0.723
8 C -0.7226 -3.6453 1.8951  0.368
9 C -0.2891 -3.5488 3.2149  -0.291
10 C -0.1884 -4.6845 4.0011  -0.726
11 C -0.5152 -5.9255 3.4733  -0.353
12 C -0.9522 -6.0259 2.1590  -0.732
13 C -1.0590 -4.8920 1.3716  -0.220
14 C -1.9905 0.0146 -2.5752  0.521
15 C -2.8051 0.3208 -3.6627  -0.907
16 C -2.7559 1.5903 -4.2109  -0.562
17 C -1.9101 2.5352 -3.6541  -0.911
18 C -1.1252 2.1596 -2.5759  -0.320
19 N -1.1501 0.9311 -2.0685  0.267
20 H -2.8474 -3.2425 -1.7708  0.327
21 H -2.6635 -2.6632 -3.4380  0.381
22 H -3.9819 -2.0500 -2.4258  0.366
23 H -0.0401 -2.5736 3.6106  0.496
24 H 0.1473 -4.6006 5.0266  0.404
25 H -0.4319 -6.8156 4.0840  0.381
26 H -1.2113 -6.9924 1.7459  0.385
27 H -1.4016 -4.9547 0.3487  0.400
28 H -3.4749 -0.4253 -4.0651  0.483
29 H -3.3773 1.8437 -5.0598  0.424
30 H -1.8531 3.5431 -4.0392  0.493
31 H -0.4625 2.8654 -2.0931  0.558
32 Se 6.2824 1.8978 -2.8360  -0.324
33 P 4.7311 3.2787 -2.5336  1.204
34 C 4.0928 4.0373 -4.0599  0.110
35 C 3.0445 4.9578 -4.0148  -0.025
36 C 2.5806 5.5182 -5.1939  -0.855
37 C 3.1472 5.1612 -6.4107  -0.437
38 C 4.1870 4.2455 -6.4521  -0.613
39 C 4.6630 3.6830 -5.2761  -0.685
40 C 5.2177 4.6272 -1.4235  0.376
41 C 5.3880 5.9327 -1.8644  -0.434
42 C 5.8029 6.9082 -0.9685  -0.671
43 C 6.0505 6.5776 0.3540  -0.473
44 C 5.8887 5.2689 0.7910  -0.708
45 C 5.4763 4.2911 -0.0968  -0.308
46 C 3.2619 2.6408 -1.7065  0.032
47 C 2.7876 1.3819 -1.3318  -0.591
48 N 1.5921 1.6163 -0.7487  1.423
49 N 1.3482 2.9165 -0.7449  -1.035
50 N 2.3351 3.5445 -1.3165  -0.416
51 P 3.4554 -0.2804 -1.4017  0.501
52 Se 1.9882 -1.6623 -0.6430  -0.227
53 C 3.7051 -0.6668 -3.1559  0.968
54 C 4.8135 -1.2822 -3.7203  -0.039
55 C 4.8086 -1.6044 -5.0685  -0.929
56 C 3.7058 -1.3158 -5.8562  -0.554
57 C 2.5966 -0.6988 -5.2943  -0.798
58 C 2.5927 -0.3819 -3.9480  -0.672
59 C 4.8642 -0.2651 -0.2573  1.110
60 C 4.5457 0.2948 0.9817  -0.671
61 C 5.5019 0.3696 1.9789  -0.717
62 C 6.7789 -0.1234 1.7475  -0.591
63 C 7.0876 -0.7021 0.5270  -0.865
64 C 6.1346 -0.7788 -0.4769  -0.090
65 H 2.5990 5.2166 -3.0634  0.486
66 H 1.7750 6.2411 -5.1618  0.419
67 H 2.7739 5.5962 -7.3293  0.405
68 H 4.6349 3.9673 -7.3974  0.409
69 H 5.4745 2.9660 -5.2909  0.309
70 H 5.2012 6.1817 -2.9008  0.409
71 H 5.9307 7.9282 -1.3076  0.394
72 H 6.3784 7.3405 1.0487  0.376
73 H 6.0846 5.0098 1.8234  0.418
74 H 5.3616 3.2625 0.2283  0.320
75 H 5.6898 -1.4996 -3.1315  0.234
76 H 5.6789 -2.0768 -5.5049  0.434
77 H 3.7079 -1.5736 -6.9073  0.413
78 H 1.7324 -0.4691 -5.9039  0.459
79 H 1.7212 0.0863 -3.5036  0.393
80 H 3.5447 0.6647 1.1685  0.314
81 H 5.2450 0.8074 2.9347  0.512
82 H 7.5311 -0.0611 2.5231  0.406
83 H 8.0812 -1.0916 0.3480  0.434
84 H 6.3988 -1.2279 -1.4207  0.261
85 F 0.6383 2.9297 6.4002  -0.307
86 C 0.1368 2.6441 5.2004  0.498
87 C 0.9049 1.9837 4.2607  -0.267
88 F 2.1591 1.6257 4.5473  -0.274
89 C 0.3710 1.6951 3.0205  -0.182
90 F 1.1541 1.0244 2.1505  0.001
91 C -0.9190 2.0534 2.6471  0.885
92 S -1.6135 1.7530 1.0836  -0.503
93 C -1.6697 2.7147 3.6230  0.066
94 F -2.9182 3.0901 3.3473  -0.316
95 C -1.1612 3.0033 4.8743  0.203
96 F -1.9143 3.6299 5.7781  -0.297

***

Below is C5H8O in the gas phase at a distorted geometry, with properties calculated with ωB97M-V/def2-TZVPD.

Summary:
Net charge: 0
Orbital gap: 10.50 eV
DFT total energy: -270.4551 Ha
Relative energy (zero: lowest compared OMol25 entry of this formula, charge and spin): 64.5 kcal per mole

Each line ends with the Mulliken charge.
Cartesian coordinates (Å):
1 C -0.2479 1.6316 0.0756  -1.430
2 C 0.0046 0.1585 0.0841  0.636
3 C 1.2963 -0.6045 0.3699  -0.699
4 C 0.5733 -0.7954 -0.9109  -0.084
5 O -0.4065 -1.8381 -0.4832  -0.448
6 C -1.1329 -0.8097 0.2436  -0.413
7 H 0.5852 2.2102 -0.3282  0.348
8 H -0.4464 1.9709 1.0990  0.326
9 H -1.1416 1.8452 -0.5260  0.324
10 H 2.2691 -0.1300 0.4716  0.318
11 H 1.1498 -1.5258 0.9216  0.209
12 H 0.9654 -0.5720 -1.9207  0.331
13 H -1.4718 -1.0192 1.2729  0.259
14 H -1.9967 -0.5217 -0.3692  0.321

***

Below is 19 unconnected molecules or ions with the total composition C2H40O20 at a distorted geometry, with properties calculated with ωB97M-V/def2-TZVPD.

Summary:
Net charge: -2
Orbital gap: 8.31 eV
DFT total energy: -1604.9963 Ha
Relative energy (zero: lowest compared OMol25 entry of this formula, charge and spin): 44.3 kcal per mole

Each line ends with the Mulliken charge.
Cartesian coordinates (Å):
1 O -1.0340 -1.0363 -1.2641  -0.290
2 C -0.4308 0.1057 -0.7568  3.371
3 C 0.5366 -0.0812 0.3971  3.577
4 O 0.9862 1.1473 0.8340  0.771
5 H -1.3967 0.7432 -0.4500  -2.060
6 H 0.0015 0.5427 -1.6461  -0.539
7 H 1.2573 -0.8496 0.2863  -2.128
8 H 0.0788 -0.3684 1.3189  -1.936
9 O -0.8523 -2.8730 0.5937  -0.714
10 H -1.3954 -3.6075 0.3439  0.240
11 H -0.9987 -2.1772 -0.0775  -0.088
12 O -3.1672 2.4735 -0.6329  -0.675
13 H -3.6601 2.6160 0.1283  0.266
14 H -2.8583 1.5613 -0.6256  0.356
15 O -3.0540 0.2728 -2.5133  -0.679
16 H -2.6645 0.5785 -3.3359  0.241
17 H -2.4581 -0.2562 -2.0281  0.291
18 O 3.4778 -2.3024 0.6143  -0.699
19 H 3.7193 -2.5427 1.5490  0.321
20 H 2.7827 -1.6484 0.6901  0.295
21 O -1.5534 -0.9068 2.8618  -0.736
22 H -1.3633 -1.6100 2.2942  0.429
23 H -1.4361 -0.1509 2.3209  0.346
24 O 2.3453 -1.1053 -2.4455  -0.785
25 H 1.6874 -0.9268 -3.1249  0.418
26 H 2.2748 -0.3931 -1.8015  0.330
27 O 3.1749 1.1201 -0.6239  -0.770
28 H 3.7223 1.7667 -0.2851  0.343
29 H 2.4531 1.1952 -0.0259  -0.009
30 O 0.9968 3.3123 -1.3614  -0.828
31 H 1.0099 2.4638 -0.9423  0.229
32 H 1.8656 3.5174 -1.7166  0.254
33 O 2.2450 0.3834 3.0688  -0.836
34 H 1.8808 0.7033 2.2841  0.299
35 H 1.5413 0.5378 3.6471  0.514
36 O 1.0798 -3.3313 -1.2028  -0.750
37 H 0.3935 -3.2024 -0.5391  0.484
38 H 1.4142 -2.4733 -1.3998  0.396
39 O -0.1413 2.2527 -3.5339  -0.768
40 H -0.0815 1.2621 -3.5110  0.380
41 H 0.2071 2.6396 -2.7202  0.417
42 O 1.6085 3.2960 2.2308  -0.697
43 H 1.4284 2.4304 1.7523  0.166
44 H 0.7005 3.5714 2.3840  0.279
45 O -1.2997 1.6993 1.9769  -0.915
46 H -1.3436 2.6534 2.1369  0.322
47 H -0.5597 1.6387 1.4093  -0.228
48 O 0.1814 1.4181 4.2125  -0.696
49 H -0.3987 1.2850 3.4691  0.448
50 H -0.1672 0.9347 4.9855  0.255
51 O -3.1805 -0.4943 0.5405  -0.554
52 H -2.4319 -0.8616 -0.0198  0.440
53 H -3.9385 -0.6585 -0.0003  0.337
54 O 0.0495 -0.6386 -3.7424  -0.778
55 H -0.1961 -0.5483 -2.8580  0.072
56 H -0.7763 -0.7035 -4.1860  0.322
57 O -1.7124 -3.2067 -2.3488  -0.767
58 H -2.5068 -3.1939 -1.7968  0.322
59 H -1.2803 -2.3865 -2.0050  0.441
60 O 1.1058 -2.1589 2.6944  -0.767
61 H 0.7892 -2.1969 1.7947  0.319
62 H 1.3420 -1.2323 2.7022  0.404

***

Below is a molecular structure, C26H16BaBrCl5N3O3, with properties calculated with ωB97M-V/def2-TZVPD.

Summary:
Net charge: -1
Orbital gap: 3.25 eV
DFT total energy: -6290.7776 Ha
Relative energy (zero: lowest compared OMol25 entry of this formula, charge and spin): 118.3 kcal per mole

Each line ends with the Mulliken charge.
Cartesian coordinates (Å):
1 Ba 1.7297 -0.7481 0.2819  -0.872
2 C -1.0713 -3.1630 1.0696  -0.740
3 O -0.6921 -1.8275 1.3949  0.021
4 C -1.4963 -1.1557 2.2731  0.299
5 C -2.6332 -1.6974 2.8432  -0.338
6 C -3.3788 -0.9016 3.7079  -0.399
7 Br -4.9287 -1.6552 4.5092  -0.241
8 C -3.0396 0.3956 3.9910  -0.789
9 C -1.8991 0.9486 3.3957  0.292
10 C -1.1224 0.1638 2.5551  0.856
11 O 0.0371 0.6421 1.9695  -0.585
12 C -1.6028 2.3629 3.6764  0.252
13 N -2.2438 3.0631 4.5793  -0.725
14 C -1.6933 4.3271 4.5063  0.454
15 C -1.9878 5.4779 5.2387  -0.727
16 C -1.2714 6.6239 4.9584  -0.453
17 C -0.2747 6.6413 3.9680  -0.427
18 C 0.0308 5.5137 3.2315  -0.893
19 C -0.6964 4.3630 3.5205  0.623
20 N -0.6631 3.0908 3.0024  0.256
21 H -1.0878 -3.7853 1.9661  0.409
22 H -0.3151 -3.5410 0.3856  -0.012
23 H -2.0449 -3.1740 0.5754  0.375
24 H -2.9529 -2.7054 2.6319  0.523
25 H -3.6305 1.0109 4.6527  0.584
26 H 0.8053 0.6710 2.6279  0.183
27 H -2.7550 5.4594 6.0015  0.416
28 H -1.4770 7.5311 5.5124  0.364
29 H 0.2674 7.5592 3.7799  0.370
30 H 0.8003 5.5226 2.4711  0.419
31 H -0.0565 2.7282 2.2827  0.071
32 Cl 3.7384 -5.9236 -2.4931  -0.191
33 C 2.9463 -4.5012 -3.1017  0.199
34 C 1.4826 -4.5337 -2.9802  0.379
35 Cl 0.7344 -6.0758 -3.2700  -0.223
36 C 0.7183 -3.4597 -2.7436  -0.335
37 Cl -1.0199 -3.5746 -2.8159  -0.174
38 C 2.4155 -1.4214 -2.8118  0.906
39 O 3.0005 -0.7664 -1.8895  -1.199
40 C 3.1043 -2.1524 -4.0010  1.242
41 Cl 4.3294 -1.0479 -4.6633  -0.207
42 C 3.6798 -3.5004 -3.6204  -0.174
43 Cl 5.3947 -3.6850 -3.6794  -0.188
44 N 1.1160 -2.1653 -2.4850  -0.113
45 C 1.1388 -1.2508 -3.6494  0.526
46 C 0.1971 -0.1586 -3.8595  -0.932
47 C 0.1467 0.3973 -5.0743  -0.525
48 C 0.9854 -0.0994 -6.1726  -0.508
49 C 1.7544 -1.1854 -6.0708  -1.194
50 C 1.7616 -2.0096 -4.8238  0.133
51 H -0.3938 0.2042 -3.0283  0.430
52 H -0.5055 1.2400 -5.2635  0.406
53 H 0.9621 0.4452 -7.1091  0.380
54 H 2.3400 -1.5293 -6.9145  0.445
55 H 1.3168 -2.9882 -5.0392  0.349